# 1
76
Properties=species:S:1:pos:R:3:forces:R:3 method="wB97M-V/def2-TZVPD" e_tot_ev=-147054.9711 total_charge=+1
C 2.0886 2.7472 -0.2559 -0.441 -0.186 0.766
C 1.6311 2.1664 0.6923 0.274 0.073 -0.751
N 1.1251 1.4548 1.7552 -0.409 0.260 -0.051
C 0.9846 2.2032 3.0297 0.304 0.504 0.048
C 2.0608 1.8233 4.0458 -0.102 -0.016 -0.415
C 3.4129 2.4680 3.6994 -0.274 0.274 0.195
S 4.7667 1.3355 3.5505 0.561 0.479 -0.515
O 4.5435 0.5947 2.3381 -0.238 -0.082 0.290
O 5.9841 2.0362 3.7662 -0.321 -0.239 -0.017
O 4.5947 0.3635 4.7887 -0.076 0.043 0.254
C 0.8152 0.1791 1.5713 -0.285 -0.070 0.064
N 1.0720 -0.3994 0.3400 0.713 0.002 0.549
C 1.3755 -1.7799 0.6998 -0.188 -0.727 0.357
Br 1.3961 -2.9467 -0.8058 -0.183 0.184 -0.174
C 2.7728 -1.8131 1.3725 0.154 -0.247 0.013
O 3.2553 -3.1363 1.3371 -0.117 0.123 -0.159
C 4.5592 -3.3616 1.7298 0.399 -0.423 -0.141
C 5.1047 -2.5204 2.8476 0.358 -0.295 0.086
O 5.1719 -4.2321 1.1920 -0.357 0.235 0.190
C 0.3455 -2.0465 1.8425 0.557 0.459 0.337
S -1.2891 -2.7718 1.4859 -0.177 -1.189 -0.110
O -2.1468 -2.5786 2.6151 0.223 0.356 -0.083
O -1.0339 -4.0932 1.0060 0.122 0.499 -0.003
C -2.0868 -1.8398 0.0733 0.254 -0.056 0.628
F -3.3371 -2.1745 0.1067 -1.093 -0.219 0.026
F -1.5644 -2.1496 -1.0730 0.444 -0.261 -0.880
F -1.9718 -0.5218 0.2486 0.189 0.604 0.188
N 0.3807 -0.7056 2.5113 -1.092 0.050 -1.140
C -0.6339 -0.3434 3.5500 0.860 0.380 0.660
C -1.8728 0.4308 3.0820 -0.373 -0.006 0.626
N -2.5712 1.0549 4.2028 0.389 -0.091 -0.162
H 2.4546 3.3191 -1.0820 0.018 -0.133 0.081
H -0.0236 2.1350 3.4230 -0.013 -0.252 -0.067
H 1.1247 3.2444 2.7424 -0.111 -0.006 0.033
H 1.7120 2.1502 5.0237 0.120 -0.076 0.091
H 2.1464 0.7353 4.0628 -0.120 -0.034 0.126
H 3.3687 2.9510 2.7218 0.159 -0.045 -0.033
H 3.6890 3.2380 4.4183 0.099 -0.135 0.080
H 3.8521 -0.2412 4.6544 0.149 -0.145 -0.020
H 0.3356 -0.2672 -0.3472 0.182 0.166 -0.224
H 2.6786 -1.5175 2.4201 0.014 0.349 -0.069
H 3.4264 -1.1111 0.8528 0.014 -0.059 -0.046
H 4.3575 -2.2608 3.5962 -0.056 0.120 -0.117
H 5.8710 -3.1210 3.3345 0.005 0.043 -0.026
H 5.5929 -1.6332 2.4424 -0.207 0.071 0.086
H 0.7544 -2.7949 2.5265 -0.153 -0.129 0.017
H -0.9079 -1.2591 4.0668 -0.034 -0.058 -0.171
H -0.1247 0.2684 4.2970 0.057 -0.058 0.009
H -1.5980 1.2251 2.3873 -0.112 -0.140 -0.254
H -2.5839 -0.2541 2.6359 0.096 0.074 -0.360
H -2.6927 0.4039 4.9695 -0.166 0.062 0.020
H -2.0913 1.8768 4.5475 -0.042 -0.016 0.108
C -1.3092 2.9310 -4.4502 0.036 -0.034 -0.040
O -1.0844 1.5598 -4.1792 -0.041 0.080 -0.001
C -1.8739 1.0224 -3.1339 0.106 -0.097 0.112
C -2.9049 0.0412 -3.6486 -0.056 0.020 -0.155
N -3.9530 0.7163 -4.3933 0.136 0.000 -0.060
C -4.8723 -0.1712 -5.1026 -0.080 0.133 0.062
C -4.3126 -1.0641 -6.2032 -0.085 -0.149 -0.014
O -3.8621 -0.3674 -7.3456 0.037 0.070 0.027
C -2.5403 0.1278 -7.2884 -0.040 -0.008 -0.105
H -0.5406 3.2500 -5.1508 0.006 -0.019 -0.009
H -2.2888 3.1084 -4.9046 -0.020 0.024 0.055
H -1.2298 3.5338 -3.5399 -0.019 0.016 0.005
H -2.3544 1.8200 -2.5572 -0.050 0.010 -0.038
H -1.1893 0.4821 -2.4655 -0.008 0.013 0.018
H -3.3579 -0.4700 -2.7912 -0.021 -0.038 -0.020
H -2.3762 -0.7137 -4.2480 0.050 -0.046 0.107
H -3.5279 1.3439 -5.0637 -0.015 0.008 -0.005
H -5.6436 0.4578 -5.5513 -0.027 -0.018 0.012
H -5.3728 -0.8064 -4.3644 0.016 -0.024 0.008
H -5.1327 -1.6977 -6.5485 0.010 -0.009 -0.009
H -3.5284 -1.7395 -5.8368 0.049 0.074 0.028
H -1.8905 -0.5232 -6.6959 0.008 0.012 0.030
H -2.4976 1.1434 -6.8819 0.041 -0.025 0.059
H -2.1600 0.1633 -8.3085 -0.006 -0.011 -0.004


# 2
72
Properties=species:S:1:pos:R:3:forces:R:3 method="wB97M-V/def2-TZVPD" e_tot_ev=-76916.8482 total_charge=+1
O 1.4176 4.5369 -0.6885 -0.259 1.921 -1.781
S 2.1527 4.6713 -1.8926 0.755 0.944 1.568
O 3.4278 5.2494 -1.8096 0.602 -0.146 -0.838
F 2.2655 3.2663 -2.5096 -0.219 0.072 -0.495
N 1.1900 5.4552 -3.0549 0.096 -0.675 0.495
F 2.0713 5.7737 -4.0699 -0.056 0.103 -0.127
C 0.5654 6.6914 -2.5222 0.062 1.033 -0.805
F 1.2701 7.2625 -1.5405 -0.094 -0.377 0.273
F 0.5804 7.5677 -3.5263 -0.181 -0.325 -0.228
C -0.9495 6.4990 -2.0793 0.648 0.431 0.907
F -1.6369 7.5258 -2.5880 -0.137 -0.269 -0.400
F -0.9937 6.6547 -0.7431 0.019 -0.543 0.054
C -1.5969 5.1591 -2.4875 -1.176 0.632 -0.069
F -1.5622 5.0881 -3.8284 0.317 -0.256 -0.021
F -0.9826 4.1155 -1.9131 0.275 0.002 -0.240
C -3.1034 5.0381 -2.0800 0.384 -0.631 -0.600
F -3.8518 5.9872 -2.6082 0.032 0.358 0.373
F -3.5358 3.8765 -2.5907 0.017 -0.138 0.231
F -3.2006 4.9902 -0.7599 -0.314 0.241 0.075
C 2.4488 -5.4260 1.6212 0.000 0.022 -0.125
C 2.7468 -4.1798 0.7928 0.016 -0.114 0.173
C 2.7030 -2.8893 1.6135 0.065 0.015 -0.536
C 1.2992 -2.3895 1.9886 0.179 -0.203 0.680
P 0.3633 -1.4882 0.7444 0.167 0.373 -0.253
C 1.4507 -0.2046 0.0822 0.430 0.096 -0.254
C 2.2268 0.7176 1.0339 -0.022 0.085 0.333
C 1.4438 1.8288 1.7366 -0.308 0.093 0.037
C 0.5731 2.6739 0.8089 0.716 -0.355 -0.610
C -0.9978 -0.6135 1.5244 -0.481 0.064 0.649
C -2.1075 -1.3469 2.2970 -0.234 -0.194 -0.071
C -3.2223 -2.0069 1.4813 0.100 -0.207 -0.137
C -3.7476 -1.1809 0.3123 0.012 -0.052 0.106
C -0.0668 -2.3970 -0.7526 -0.178 -0.407 -0.770
C -1.1018 -3.5291 -0.8392 -0.412 0.085 0.408
C -0.9889 -4.6757 0.1775 -0.030 -0.227 -0.210
C -0.3921 -5.9483 -0.4210 0.055 0.066 0.101
H 1.4686 -5.3790 2.1007 0.005 -0.026 0.015
H 2.4667 -6.3131 0.9889 -0.041 -0.031 0.044
H 3.2022 -5.5617 2.3979 -0.028 0.033 0.035
H 2.0593 -4.1241 -0.0547 -0.006 0.009 0.005
H 3.7463 -4.2797 0.3657 -0.007 0.033 -0.022
H 3.2335 -2.1061 1.0663 -0.003 0.050 0.073
H 3.2666 -3.0447 2.5350 -0.071 0.039 0.053
H 1.4165 -1.6780 2.8146 -0.160 0.131 -0.092
H 0.7015 -3.1991 2.4125 -0.096 0.013 -0.124
H 0.8749 0.3821 -0.6383 -0.125 -0.040 0.073
H 2.1904 -0.7416 -0.5215 -0.092 -0.098 -0.015
H 3.0138 1.1913 0.4424 -0.014 -0.083 -0.082
H 2.7409 0.1207 1.7926 0.067 -0.024 -0.074
H 2.1665 2.4878 2.2229 0.057 -0.075 0.009
H 0.8423 1.4197 2.5552 0.058 -0.011 -0.002
H 1.1887 3.2063 0.0028 -1.381 -2.189 2.191
H 0.0555 3.4462 1.3786 0.020 0.067 -0.078
H -0.1920 2.0674 0.3099 -0.041 0.055 0.070
H -1.4200 0.0958 0.8101 0.087 -0.108 -0.162
H -0.5062 0.0073 2.2777 0.234 0.026 -0.182
H -2.5766 -0.6040 2.9456 0.143 0.090 0.000
H -1.6626 -2.0894 2.9650 -0.009 0.031 0.038
H -4.0521 -2.2254 2.1558 0.044 0.027 0.062
H -2.8866 -2.9840 1.1291 0.010 0.039 -0.056
H -4.2069 -0.2544 0.6617 0.025 0.031 -0.048
H -4.5029 -1.7441 -0.2350 -0.041 0.049 0.004
H -2.9615 -0.9228 -0.4012 -0.019 0.014 -0.017
H 0.8735 -2.7515 -1.1856 0.154 0.116 0.240
H -0.4037 -1.6212 -1.4510 0.100 0.151 0.124
H -1.0533 -3.9368 -1.8508 0.149 0.027 -0.006
H -2.0968 -3.0887 -0.7777 0.044 0.072 0.047
H -1.9870 -4.9255 0.5422 0.009 0.061 0.057
H -0.4154 -4.3734 1.0560 0.011 0.028 -0.016
H -1.0582 -6.3587 -1.1805 0.018 0.030 -0.033
H -0.2601 -6.7095 0.3476 0.042 -0.029 -0.037
H 0.5761 -5.7611 -0.8900 0.012 -0.023 0.016


# 3
64
Properties=species:S:1:pos:R:3:forces:R:3 method="wB97M-V/def2-TZVPD" e_tot_ev=-46986.1841 total_charge=+2
Pd 0.2515 -0.4837 0.5288 -2.062 0.915 -2.549
C -5.2092 0.3427 0.7299 -0.365 -0.400 -0.100
N -3.9233 0.9551 0.4623 0.448 0.057 -0.181
C -3.9254 2.3982 0.2917 0.224 0.449 -0.028
C -2.8004 0.2695 0.2729 -0.629 -0.638 0.285
O -1.6996 0.8214 0.1286 1.443 -0.302 0.416
C -2.9224 -1.2633 0.2471 0.082 -0.031 0.077
O -1.7262 -1.9177 -0.1429 -0.226 0.231 -0.331
C -1.6291 -2.2669 -1.5173 0.111 -0.101 0.003
C -0.7020 -1.3336 -2.3171 -0.423 -0.562 -0.056
O 0.0665 -0.5501 -1.7361 0.510 0.015 1.314
N -0.7304 -1.3866 -3.6409 0.113 0.269 0.246
C -1.3616 -2.4067 -4.4479 -0.247 -0.290 -0.237
C 0.0700 -0.4350 -4.3927 0.301 0.351 -0.077
H -5.8881 1.1168 1.0785 0.031 -0.030 0.024
H -5.6420 -0.1022 -0.1686 -0.027 0.028 -0.005
H -5.1426 -0.4216 1.5036 0.021 0.030 0.002
H -4.2259 2.8926 1.2152 -0.022 -0.022 0.007
H -2.9276 2.7280 0.0131 -0.103 0.017 0.038
H -4.6233 2.6728 -0.5003 -0.017 -0.038 0.042
H -3.1509 -1.6308 1.2555 -0.092 0.096 -0.166
H -3.7405 -1.5459 -0.4227 -0.040 -0.013 0.163
H -1.2144 -3.2832 -1.5412 -0.109 0.157 -0.127
H -2.6229 -2.2778 -1.9740 0.108 -0.086 0.000
H -1.9515 -3.1031 -3.8621 -0.045 0.029 0.056
H -1.9961 -1.9375 -5.1997 -0.058 -0.037 0.049
H -0.5908 -2.9775 -4.9701 -0.015 0.010 0.023
H 0.3959 0.3691 -3.7387 -0.034 -0.055 -0.086
H 0.9450 -0.9192 -4.8226 0.053 -0.083 -0.042
H -0.5261 -0.0166 -5.2002 -0.078 -0.054 -0.043
C 3.8895 -3.2715 -0.2633 -0.796 -0.194 0.132
Sb 2.5286 -1.6181 0.0599 1.718 1.897 1.445
C 3.2475 -0.2833 -1.4569 -0.459 -0.262 -0.115
C 3.5694 -0.3923 1.6732 -0.284 -0.406 -1.820
C 3.5895 -1.0595 2.9642 -0.359 -0.583 1.598
C 4.4328 -2.1682 3.1344 -0.368 0.491 -0.121
C 4.4319 -2.9014 4.2954 -0.309 -0.069 0.517
C 3.5708 -2.5453 5.3365 0.243 -0.297 -0.276
C 2.7480 -1.4487 5.2038 0.109 0.181 -0.141
C 2.7593 -0.6613 4.0510 0.936 -1.027 -0.653
C 1.9662 0.5708 4.0192 -1.083 0.557 -0.801
Sb 0.0561 0.2607 2.9107 1.179 -0.924 2.057
C -1.3069 1.6527 3.8263 -0.029 0.066 -0.830
C -0.5680 -1.5172 3.9361 0.055 0.195 -0.277
H 4.8976 -2.8836 -0.3395 0.043 0.394 0.076
H 3.6143 -3.7404 -1.2017 -0.074 -0.034 -0.099
H 3.8239 -4.0017 0.5344 -0.056 -0.012 0.125
H 4.3254 -0.1758 -1.3623 0.022 -0.046 0.120
H 2.7478 0.6770 -1.3273 0.076 -0.061 0.027
H 3.0060 -0.6697 -2.4419 0.002 0.010 -0.110
H 3.0358 0.5578 1.6521 0.163 -0.049 -0.144
H 4.5569 -0.2966 1.2308 0.172 0.275 0.109
H 5.1013 -2.4299 2.3286 0.124 -0.094 -0.125
H 5.0770 -3.7595 4.3978 0.122 -0.046 0.050
H 3.5581 -3.1250 6.2447 -0.007 -0.062 0.123
H 2.1045 -1.1604 6.0197 -0.073 0.052 0.203
H 2.4772 1.3975 3.5336 -0.007 0.108 0.050
H 1.6458 0.8770 5.0102 -0.075 0.069 0.086
H -1.2593 1.5355 4.9056 0.215 -0.210 0.002
H -2.3127 1.4232 3.4788 -0.014 0.034 0.016
H -1.0523 2.6721 3.5488 0.002 0.008 -0.005
H -0.5274 -1.3534 5.0094 0.019 0.062 0.075
H 0.0893 -2.3422 3.6653 0.019 0.078 0.007
H -1.5872 -1.7670 3.6526 -0.077 -0.013 -0.018


# 4
63
Properties=species:S:1:pos:R:3:forces:R:3 method="wB97M-V/def2-TZVPD" e_tot_ev=-61598.2538 multiplicity=3
C -0.6780 3.6116 -2.1115 -0.818 1.478 -1.362
C -0.8083 2.2657 -1.7295 0.955 -1.611 0.929
N 0.2414 1.6786 -0.9688 -1.305 1.081 0.317
C 1.1075 2.5507 -0.3738 -0.198 -0.374 0.237
C 1.1407 3.8968 -0.6448 1.139 0.481 0.766
C 0.2500 4.4445 -1.5670 -0.236 -0.027 -0.488
C -1.9923 1.5827 -2.0548 1.105 -0.594 -2.685
P -2.5879 0.0351 -1.3904 -0.144 1.520 -0.528
Pr -0.3175 -0.6494 0.2020 1.565 -0.620 -0.044
P 2.8434 0.4843 0.6038 -1.317 -0.143 2.135
C 1.9718 2.0417 0.7749 0.916 1.148 0.631
C 0.1994 -3.1786 0.2919 -0.367 2.640 0.414
C -0.8646 -3.8932 0.8300 0.632 -1.814 -0.316
C -0.7867 -5.3100 0.8579 -0.602 0.649 0.263
C 0.3439 -5.9603 0.3764 0.224 -0.074 -0.131
C 1.4174 -5.2143 -0.1184 0.268 0.793 -0.128
C 1.3516 -3.7964 -0.1491 -0.092 -2.231 0.163
O 0.1218 0.0645 -4.4145 -0.432 0.333 0.075
O 0.6232 -1.2103 -2.1109 -1.032 -1.016 -3.102
H -1.4416 4.0027 -2.8283 0.678 -0.300 0.772
H 1.8691 4.5391 -0.1243 -0.440 -0.440 -0.269
H 0.2773 5.5114 -1.8170 -0.008 -0.480 0.055
C -3.9948 0.8847 -0.5913 -0.482 -0.749 0.350
C -3.3388 -0.9506 -2.7461 -0.243 -0.242 0.086
H 2.7932 2.7524 0.9686 -0.565 0.463 -0.013
H 1.3733 1.9872 1.7072 0.210 -0.093 -0.589
H -0.7463 0.3981 -4.0975 0.627 -0.070 -0.055
H -2.3670 1.8581 -3.0897 -0.203 -0.014 1.422
C 3.0272 -0.2789 2.1739 1.576 0.618 1.945
C 4.4121 0.7892 -0.1729 0.873 0.240 0.101
H -1.7566 -3.4045 1.2388 0.123 -0.076 -0.122
H -1.6215 -5.8905 1.2651 0.300 0.109 -0.130
H 0.4043 -7.0575 0.3888 -0.065 0.543 0.017
H 2.3157 -5.7161 -0.4847 -0.229 0.000 0.131
H 2.2240 -3.2327 -0.4866 -0.164 -0.064 -0.075
H 1.6768 -0.4025 -1.1538 0.190 -0.092 -2.097
H 1.2832 -1.8753 -2.4024 -0.749 0.224 0.572
H 0.7635 -0.4861 -2.7935 -0.667 -0.851 0.660
H 0.5970 0.8445 -4.7201 -0.110 0.094 -0.046
H 2.2625 -0.3510 -0.7253 -0.126 -0.679 -1.163
H -4.6874 1.1760 -1.3935 -0.019 -0.007 0.406
H -4.4451 0.2017 0.1369 -0.480 0.342 -0.013
H -3.5977 1.7915 -0.1064 -0.205 -0.544 -0.144
H -4.1313 -0.3762 -3.2470 0.228 -0.123 0.086
H -2.6060 -1.2993 -3.4922 -0.134 0.229 0.414
H -3.7872 -1.8456 -2.2819 0.070 0.295 -0.268
H 5.0761 1.2684 0.5557 0.174 0.048 -0.240
H 4.8669 -0.1590 -0.4907 -0.106 0.219 0.025
H 4.3083 1.4437 -1.0481 -0.082 -0.183 0.211
H 3.8567 0.2337 2.6755 0.080 -0.385 0.771
H 2.1266 -0.1690 2.7882 0.064 -0.002 -0.328
H 3.2742 -1.3422 2.0856 -0.093 0.207 -0.115
C -2.4735 0.7370 3.1538 -0.232 -0.179 0.212
C -1.0467 1.2130 2.9260 0.259 -0.098 -0.173
C -0.2423 1.3276 4.2034 0.038 -0.053 0.429
O -0.3704 0.3317 2.0590 -0.538 0.213 0.220
H -2.4753 -0.2952 3.5408 0.053 0.319 -0.007
H -3.0519 0.7351 2.2190 0.176 0.088 0.159
H -2.9883 1.3896 3.8745 0.062 -0.207 -0.189
H -1.0953 2.2181 2.4751 0.029 -0.071 -0.103
H -0.0973 0.3296 4.6512 -0.137 0.341 -0.095
H 0.7529 1.7384 3.9829 -0.242 -0.035 0.107
H -0.7555 1.9859 4.9194 0.248 -0.171 -0.066